w) Below is a cluster of 2 separate species, C2H10N2O in total, with properties calculated with the ωB97M-V functional and the def2-TZVPD basis.

Element x y z (Å)
N 2.00128 1.51857 -1.13302
C 0.67317 2.13481 -1.34711
N 0.26122 2.34910 -2.71319
H 2.66977 2.02502 -1.68764
H 2.00293 0.57927 -1.52775
H -0.08593 1.50634 -0.87908
H 0.70686 3.01359 -0.70718
H 1.02065 2.81681 -3.19844
H 0.20947 1.46060 -3.21065
C -1.64165 -2.64282 2.47356
O -1.35500 -3.88755 3.11838
H -0.68218 -2.18210 2.21919
H -2.15660 -2.97771 1.57235
H -2.24281 -1.88467 2.96835
H -1.38119 -3.82925 4.05223

Summary:
Net charge ... 0
Structure (SMILES) ... NCN.CO
E_HOMO ... -9.23 eV
HOMO-LUMO gap ... 10.09 eV



x) Below is a cluster of 2 separate species, C2H10N2O in total, with properties calculated with the ωB97M-V functional and the def2-TZVPD basis.

Element x y z (Å)
N -2.12895 -0.22461 1.11638
C -0.73455 -0.22224 0.70602
C -0.62790 0.48714 -0.63502
N 0.70256 0.37655 -1.19963
H -2.68697 -0.78687 0.47840
H -2.27906 -0.68931 2.00338
H -0.15085 0.34300 1.42868
H -0.25374 -1.21083 0.68842
H -0.84329 1.53095 -0.43109
H -1.39535 0.08660 -1.29595
H 0.85080 1.18080 -1.80198
H 0.79756 -0.43676 -1.79251
O 2.96514 -0.25067 0.62110
H 2.12930 -0.03433 0.16097
H 3.65527 -0.14943 -0.04718

Summary:
Net charge ... 0
Structure (SMILES) ... NCCN.O
E_HOMO ... -9.52 eV
HOMO-LUMO gap ... 10.42 eV



Relative to the most stable one, in kJ/mol, the structures come out at w) 84.5; x) 0.0.



w) Below is the ion C4H7N2O with charge +1, with properties calculated with the ωB97M-V functional and the def2-TZVPD basis.

Element x y z (Å)
C 1.17853 -1.89693 -0.41991
N 0.61145 -0.79345 -0.41277
C 0.12239 0.37447 -0.13887
C 1.11877 1.49803 0.09233
N -1.19846 0.59119 0.07953
C -2.21723 -0.33658 0.10056
O -3.38075 -0.15678 0.07910
H 1.37633 -2.18120 0.64420
H 1.53417 -2.36367 -1.35771
H 1.44240 1.28159 1.20590
H 2.02166 1.27965 -0.48686
H 0.68145 2.51577 -0.00138
H -1.44266 1.58689 0.37775
H -1.84805 -1.39896 0.23813

Summary:
Net charge ... +1
Structure (SMILES) ... C=N/C(C)=[NH+]\C=O
E_HOMO ... -14.90 eV
HOMO-LUMO gap ... 10.16 eV



x) Below is the ion C4H7N2O with charge +1, with properties calculated with the ωB97M-V functional and the def2-TZVPD basis.

Element x y z (Å)
H -2.15950 -1.94991 0.21236
N -1.52498 -1.45008 -0.37102
C -0.80415 -0.58500 0.11412
C -0.51129 0.20330 1.30260
C 0.62065 1.19471 1.01100
O 0.72625 2.11755 1.76367
C 1.12743 0.92778 -0.46400
N 0.14714 -0.06721 -1.01470
H -1.46027 0.76211 1.45453
H -0.30671 -0.27292 2.28974
H 1.27500 1.86259 -0.90021
H 2.05643 0.55942 -0.28092
H -0.20477 0.34419 -1.85313
H 0.52954 -0.88609 -1.50319

Summary:
Net charge ... +1
Structure (SMILES) ... [H]/N=C1\CC(=O)C[NH2+]1
E_HOMO ... -14.67 eV
HOMO-LUMO gap ... 10.58 eV



y) Below is the ion C4H7N2O with charge +1, with properties calculated with the ωB97M-V functional and the def2-TZVPD basis.

Element x y z (Å)
C 0.13765 -2.59304 -1.11877
C 0.12039 -1.26313 -0.50607
N -0.32306 -0.14148 -0.37267
C -0.04348 0.84936 0.52659
C -0.51707 2.22786 0.44493
N 0.98519 0.48476 1.30278
O 1.55364 -0.61461 1.22416
H -0.72637 -2.74931 -1.93779
H 0.03830 -3.43429 -0.34631
H 1.20768 -2.59029 -1.52727
H -0.65274 2.73196 1.34821
H -1.37293 2.14183 -0.14832
H 0.14102 2.81735 -0.10303
H 1.44655 1.09017 1.91479

Summary:
Net charge ... +1
Structure (SMILES) ... CC#[N+]/C(C)=[NH+]\[O-]
E_HOMO (spin up / spin down) ... -13.99 / -13.98 eV
HOMO-LUMO gap (spin up / spin down) ... 8.78 / 8.78 eV



z) Below is the ion C4H7N2O with charge +1, with properties calculated with the ωB97M-V functional and the def2-TZVPD basis.

Element x y z (Å)
C 1.03846 -0.60160 -0.33206
C -0.04802 -1.27133 0.48548
N -1.08711 -0.35028 0.69736
N -1.75873 0.14172 -0.58526
C -0.91458 0.83553 0.16318
C 0.56779 1.64046 0.10857
O 1.41150 0.56551 0.30370
H 1.84598 -1.31393 -0.41010
H 0.61782 -0.49385 -1.34486
H -0.39311 -2.07004 -0.05190
H 0.27037 -1.74746 1.46830
H -2.77287 0.19600 -0.64801
H 0.67208 2.15983 -0.81439
H 0.55043 2.30944 0.96000

Summary:
Net charge ... +1
Structure (SMILES) ... C1CN2[NH+]=C2CO1
E_HOMO ... -15.45 eV
HOMO-LUMO gap ... 9.22 eV



Relative to the most stable one, in kJ/mol, the structures come out at w) 0.0; x) 21.6; y) 239.8; z) 373.9.